Entry from the Open Molecules 2025 dataset: a molecular structure, C31H43BrMnN3O2P (ωB97M-V with the def2-TZVPD basis set).

Last column: Mulliken spin population.
CARTESIAN COORDINATES (ANGSTROEM)
C -0.579 1.250 2.966  0.01
C 2.745 -1.050 0.425  0.00
H -1.077 -3.890 -3.511  0.00
H 2.980 2.239 0.420  0.03
C 2.206 -3.409 0.118  0.31
H -2.634 1.478 -1.217  0.00
H 3.527 -1.253 -2.439  -0.01
Mn 1.036 0.585 -1.185  3.73
H -0.877 3.419 2.989  0.00
H 2.347 -1.192 -3.732  0.00
C -2.545 -1.161 -0.150  0.02
H -2.968 3.237 2.714  0.00
C 4.170 1.517 -4.158  0.00
C 0.405 -2.373 -1.973  0.16
H 0.384 -0.637 3.556  0.00
H 3.236 -4.774 1.392  0.00
C -2.161 -2.456 -4.646  -0.03
C 3.270 0.668 -3.311  -0.01
H -4.356 -0.027 1.551  0.00
C -2.400 -1.113 -4.915  0.06
H -4.018 -1.650 2.143  0.00
H 1.637 -4.194 -0.360  0.03
H 4.675 1.778 2.158  0.00
H -3.446 -0.727 -0.578  0.00
H -3.849 2.719 -0.877  0.00
H 5.121 -0.593 2.828  0.01
H 0.542 2.871 2.065  -0.01
H -1.843 0.020 4.251  0.00
C 0.644 0.336 3.145  0.01
C -2.293 -0.703 1.293  0.01
H -2.658 -2.247 -0.177  0.00
H 4.801 2.126 -3.508  0.00
C 3.330 -0.824 -3.425  0.03
C 3.111 -3.735 1.114  -0.08
H -1.800 -2.738 1.793  0.00
C -0.064 2.695 2.955  -0.01
P -1.311 0.930 1.229  0.00
C -1.700 -0.161 -4.204  -0.03
C -3.306 1.870 -0.451  -0.01
N 1.147 -1.609 -1.220  -0.06
H -3.124 -0.822 -5.663  0.01
H 0.453 -3.456 -1.863  0.01
H -4.042 1.111 -0.191  0.00
H -4.191 3.486 1.472  0.00
H -0.380 -1.728 1.493  0.01
H 4.082 -1.162 -4.131  0.00
O -0.147 0.468 -2.581  0.04
C -1.554 1.063 4.128  0.00
H -3.487 -0.249 3.076  0.00
C -2.510 2.348 0.769  0.04
H 3.562 2.204 -4.748  0.00
C -3.613 -0.637 2.064  0.00
H -1.063 1.378 5.054  0.00
H -1.261 4.119 1.137  0.00
C 2.008 -2.065 -0.255  -0.08
H -2.458 1.661 4.011  0.00
H 1.149 0.188 2.191  0.01
C -1.681 3.555 0.307  0.01
N 2.518 0.250 0.093  0.00
H 1.355 0.803 3.832  0.00
C 3.852 -2.761 1.768  0.23
C -3.478 2.761 1.877  0.00
C -0.755 -0.501 -3.222  0.07
C 3.209 1.224 0.718  0.17
H -0.869 3.219 -0.335  0.00
C 4.393 -0.356 2.062  0.21
O 2.493 1.206 -2.539  0.00
N -0.167 0.861 0.187  0.17
C -1.373 -1.743 1.947  0.01
H -2.319 4.233 -0.266  0.00
H 0.563 2.865 3.834  0.00
Br -3.132 -3.788 -5.604  0.00
H -1.697 -0.898 -0.778  0.01
H -1.280 -1.591 3.021  0.00
C 4.147 0.955 1.694  -0.05
H 4.798 0.925 -4.817  0.00
C -1.242 -2.837 -3.701  0.03
H -4.048 1.912 2.257  0.00
H -1.864 0.894 -4.386  0.00
C -0.511 -1.887 -2.967  0.01
H 4.553 -3.029 2.547  0.01
C 3.683 -1.404 1.437  -0.07

Calculated values
Expectation value of S² = 8.85
Spin multiplicity = 6
Kohn-Sham gap (alpha / beta) = 4.71 / 7.17 eV
Calculated total energy = -5588.2046 hartree
Highest occupied orbital energy (alpha / beta) = -0.178 / -0.269 hartree
Lowest unoccupied orbital energy (alpha / beta) = -0.138 / -0.154 eV


Entry from the Open Molecules 2025 dataset: a single C2H5NO molecule (ωB97M-V with the def2-TZVPD basis set).

Last column: Mulliken charge in e.
CARTESIAN COORDINATES (ANGSTROEM)
H -1.627 0.386 0.946  0.26
H 2.195 -0.087 -0.311  0.26
H -1.633 0.515 -0.807  0.23
H -1.308 -1.062 -0.062  0.30
H 1.325 -1.336 0.347  0.24
N 1.280 -0.511 -0.229  -0.45
C 0.309 0.453 0.009  0.51
C -1.145 0.014 0.038  -0.78
O 0.604 1.630 0.069  -0.56

Calculated values
Kohn-Sham gap = 10.82 eV
Calculated total energy = -209.2162 hartree
Highest occupied orbital energy = -0.363 hartree
Lowest unoccupied orbital energy = 0.934 eV